The following is a DFT calculation (ωB97M-V/def2-TZVPD) of 15 unconnected molecules or ions with the total composition C24H78N10O15 at a distorted geometry.

Each line ends with the Löwdin charge.
CARTESIAN COORDINATES (ANGSTROEM)
C: 0.08454 3.79343 -4.19376  -0.08
C: -1.15246 3.24843 -3.54176  -0.32
O: -1.14246 3.37843 -2.14476  -0.08
H: 0.07354 3.91843 -5.32876  0.10
H: 0.99554 3.12443 -3.95176  0.10
H: 0.27454 4.76843 -3.69576  0.07
H: -1.44546 2.20043 -3.73876  0.09
H: -1.91546 3.98043 -3.76976  0.11
H: -1.96546 3.18543 -1.75076  0.03
C: -2.64846 -0.05757 -2.81976  -0.08
C: -2.86946 -1.24657 -3.73776  -0.35
O: -3.16446 -0.90057 -5.04076  -0.04
H: -3.04446 0.81343 -3.29776  0.06
H: -1.58046 0.19243 -2.69676  0.05
H: -3.03746 -0.31357 -1.77176  0.07
H: -3.65346 -1.83757 -3.34476  0.10
H: -1.98646 -1.89357 -3.74776  0.09
H: -3.24346 -1.70957 -5.47876  0.06
C: 0.38254 -0.14457 -4.76176  -0.05
C: 0.84754 -1.63657 -4.70476  -0.24
O: 2.20054 -1.82657 -4.19376  -0.07
H: 0.53054 0.29943 -3.79276  0.05
H: -0.67546 -0.02957 -5.02376  0.07
H: 0.97654 0.27343 -5.55576  0.08
H: 0.76054 -1.94857 -5.74076  0.10
H: 0.16554 -2.32657 -4.12276  0.09
H: 2.44154 -2.70657 -4.33676  0.06
C: -2.46546 -2.24257 -0.30976  -0.08
C: -3.10846 -3.57257 0.01324  -0.32
O: -3.71946 -3.50457 1.31324  -0.07
H: -3.20246 -1.48557 -0.06876  0.07
H: -1.95946 -2.20457 -1.31776  0.07
H: -1.75446 -2.15057 0.52224  0.07
H: -2.46446 -4.43357 0.02524  0.07
H: -3.90246 -3.87357 -0.74976  0.12
H: -4.58346 -3.17957 1.02924  0.08
C: 0.82754 -0.38657 0.76924  -0.08
C: 0.14354 0.00843 -0.50176  -0.25
O: 0.48654 -0.90057 -1.56376  -0.14
H: 0.34454 -1.19757 1.21924  0.03
H: 0.85554 0.36543 1.57624  0.08
H: 1.81454 -0.82857 0.66324  0.07
H: 0.24954 1.02943 -0.99476  0.12
H: -0.96646 -0.11257 -0.35576  0.09
H: 1.28854 -0.61857 -2.02476  0.05
C: -2.05146 -0.44857 2.87424  -0.08
C: -1.52646 -1.57257 3.73324  -0.33
O: -2.60746 -2.05357 4.51424  -0.05
H: -2.99446 -0.84257 2.46024  0.07
H: -1.29246 -0.12457 2.08224  0.07
H: -2.33546 0.42443 3.54224  0.07
H: -0.70346 -1.29857 4.32724  0.07
H: -1.15946 -2.36157 3.06424  0.08
H: -2.36746 -1.99957 5.43124  0.07
C: 5.29054 -1.14357 -1.79676  -0.06
C: 3.81754 -0.83457 -1.56476  -0.34
O: 3.35254 -0.02657 -2.57576  -0.08
H: 5.73754 -1.45857 -0.90876  0.05
H: 5.90254 -0.38457 -2.30676  0.09
H: 5.27454 -1.97157 -2.47676  0.06
H: 3.74554 -0.20657 -0.66676  0.09
H: 3.23254 -1.75857 -1.41176  0.10
H: 3.19054 -0.63457 -3.29376  0.03
C: 1.95554 3.61143 -0.24376  -0.09
C: 2.11254 5.06943 -0.67276  -0.25
O: 0.78254 5.36143 -1.10376  -0.09
H: 2.91054 3.26843 0.13924  0.03
H: 1.78954 2.83643 -1.00876  0.09
H: 1.34554 3.47443 0.64424  0.05
H: 2.85754 5.08843 -1.42276  0.10
H: 2.39554 5.56343 0.26524  0.12
H: 0.44754 4.63943 -1.60576  0.00
C: 4.50054 2.76743 2.02524  -0.07
C: 3.89554 1.32343 1.85324  -0.32
O: 3.08254 0.90443 2.89324  -0.09
H: 5.17054 3.01343 1.20524  0.07
H: 5.03854 2.82843 2.99524  0.08
H: 3.73254 3.52543 2.14124  0.05
H: 4.64254 0.57443 1.71424  0.10
H: 3.34654 1.30243 0.88224  0.09
H: 3.72054 0.57843 3.53124  0.11
C: -1.55346 3.47343 1.68024  -0.54
O: -1.52346 2.41443 0.73624  -0.12
N: -2.41446 3.33443 2.59324  0.15
N: -0.67546 4.48943 1.74724  0.16
H: -3.02546 2.57243 2.44524  0.07
H: -2.61946 4.17843 3.19824  0.19
H: -0.15446 4.65643 0.86224  0.10
H: -0.69046 5.17843 2.52724  0.15
C: 1.37154 -4.14457 -0.97176  -0.60
O: 2.01354 -3.28357 -0.12176  -0.09
N: 0.57054 -3.68057 -1.91576  0.19
N: 1.48154 -5.45257 -0.96276  0.11
H: -0.12246 -4.21857 -2.43776  0.13
H: 0.39954 -2.67357 -1.81676  0.07
H: 2.31754 -5.71057 -0.47376  0.13
H: 1.04454 -6.11957 -1.68876  0.19
C: -4.67146 1.80343 0.55024  -0.63
O: -4.18246 1.35343 1.75124  -0.10
N: -5.83446 2.32743 0.38324  0.15
N: -3.96146 1.96343 -0.50376  0.17
H: -6.54146 2.03443 1.12524  0.16
H: -6.26946 2.29343 -0.52176  0.11
H: -2.95646 1.90443 -0.36976  0.07
H: -4.30646 2.35143 -1.38976  0.14
C: -0.46246 -4.65457 2.06224  -0.61
O: -1.53446 -4.79957 2.92924  -0.12
N: -0.47046 -5.32857 0.91324  0.10
N: 0.58454 -3.95557 2.30324  0.20
H: -0.95346 -6.27157 0.85524  0.14
H: 0.35754 -5.42557 0.23424  0.04
H: 0.70554 -3.42357 3.18424  0.06
H: 1.10054 -3.76857 1.49624  0.04
C: 0.40454 1.90443 4.18924  -0.61
O: 0.96354 0.86543 4.96024  -0.15
N: -0.82846 2.27043 4.36424  0.15
N: 1.04154 2.59643 3.31624  0.19
H: -1.21646 1.54843 4.93624  0.09
H: -1.51346 2.70643 3.66124  0.05
H: 1.93454 2.28443 2.98624  0.06
H: 0.59254 3.31243 2.76224  0.06
C: 2.01054 -2.01857 4.08924  -0.15
O: 1.09054 -2.93857 4.69224  -0.15
H: 2.95554 -2.46857 3.77824  0.08
H: 2.35654 -1.23657 4.82424  0.09
H: 1.52554 -1.62157 3.16924  0.07
H: 1.33554 -2.96657 5.64824  0.13

Results
E_LUMO = -0.04 eV
HOMO energy = -7.407 eV
Calculated total energy = -2637.13167 a.u.
Net charge = 0
Largest force on an atom = 9.7 eV/Å
HOMO-LUMO gap = 7.3638 eV
Energy above the lowest of the compared OMol25 structures with the same formula, charge and spin = 200.7 kJ/mol
M = 746.94 g/mol